1.
Below is an isolated molecule of C4H9N3 at a distorted geometry, with properties calculated with ωB97M-V/def2-TZVPD.

Each atom is followed by the atoms it is bonded to, with distances in Å.
Geometry (Å):
1 C -1.667 0.975 -0.177  N2 1.423, H8 1.065, H9 1.084, H10 1.048
2 N -0.290 1.018 -0.535  C1 1.423, C3 1.440, H11 1.098
3 C 0.368 -0.194 -0.120  N2 1.440, C4 1.497, N5 1.556, C6 1.544
4 C 1.836 -0.166 -0.414  C3 1.497, H12 1.034, H13 1.121, H14 1.094
5 N 0.298 -0.340 1.427  C3 1.556, H15 1.001, H16 0.998
6 C -0.370 -1.395 -0.750  C3 1.544, N7 1.141
7 N -1.112 -2.225 -1.001  C6 1.141
8 H -2.315 0.885 -1.018  C1 1.065
9 H -1.914 0.126 0.451  C1 1.084
10 H -1.980 1.833 0.337  C1 1.048
11 H 0.150 1.867 0.005  N2 1.098
12 H 2.410 0.186 0.370  C4 1.034
13 H 2.112 -1.226 -0.655  C4 1.121
14 H 1.996 0.387 -1.345  C4 1.094
15 H 0.965 -1.085 1.463  N5 1.001
16 H -0.488 -0.646 1.961  N5 0.998

Results
- Structure (SMILES): CN[C@@](C)(N)C#N
- Molecular weight: 99.14 g mol⁻¹
- E_LUMO: 0.9 eV
- DFT total energy: -8762.689 eV

=====

2.
Below is a cluster of 3 separate species, C3H12NO2 in total at a distorted geometry, with properties calculated with ωB97M-V/def2-TZVPD.

Each atom is followed by the atoms it is bonded to, with distances in Å.
Geometry (Å):
1 C -1.885 -0.550 -0.463  C2 1.512, H5 1.097, H6 1.098, H7 1.092
2 C -1.025 -0.903 -1.655  C1 1.512, N4 1.474, H8 1.099, H9 1.099
3 C 1.294 -0.236 -2.083  N4 1.372, H10 1.078, H11 1.075
4 N -0.016 0.138 -1.920  C2 1.474, C3 1.372, H12 1.006
5 H -2.363 0.418 -0.660  C1 1.097
6 H -1.327 -0.613 0.481  C1 1.098
7 H -2.724 -1.241 -0.358  C1 1.092
8 H -1.680 -0.971 -2.535  C2 1.099
9 H -0.440 -1.826 -1.542  C2 1.099
10 H 2.104 0.449 -1.893  C3 1.078
11 H 1.470 -1.292 -2.185  C3 1.075
12 H -0.343 1.082 -1.807  N4 1.006
13 H 2.411 -0.322 5.553  O15 0.948
14 H 2.906 -1.805 5.388  O15 0.945
15 O 2.555 -1.157 5.980  H13 0.948, H14 0.945
16 H -0.435 2.660 0.655  O18 0.961
17 H -0.095 3.507 -0.653  O18 0.963
18 O -0.407 2.664 -0.305  H16 0.961, H17 0.963

Results
- Molecular weight: 94.13 g mol⁻¹
- 2S+1: 2
- E_LUMO (alpha / beta): 0.5 / 0.5 eV
- DFT total energy: -8888.591 eV

=====

3.
Below is a cluster of 2 separate species, C6H9IN2O4 in total at a distorted geometry, with properties calculated with ωB97M-V/def2-TZVPD.

Each atom is followed by the atoms it is bonded to, with distances in Å.
Geometry (Å):
1 C -0.442 0.912 -0.538  C2 1.322, C3 1.489, H14 1.085
2 C -1.656 1.304 -0.189  C1 1.322, C4 1.483, I13 2.140
3 C -0.060 -0.378 -1.176  C1 1.489, C5 1.485, O10 1.229
4 C -2.076 2.602 0.392  C2 1.483, H15 1.184, H16 1.221, H17 1.004
5 C 1.385 -0.551 -1.475  C3 1.485, N8 1.289, H18 1.075
6 C 0.775 -1.953 1.074  N7 1.374, O12 1.227, H19 1.151
7 N -0.525 -2.308 1.344  C6 1.374, H20 1.032, H21 0.986
8 N 2.466 -0.136 -0.910  C5 1.289, O9 1.211, O11 1.426
9 O 3.562 -0.650 -0.976  N8 1.211
10 O -0.841 -1.293 -1.427  C3 1.229
11 O 2.301 1.008 -0.075  N8 1.426, H22 0.964
12 O 1.347 -1.030 1.645  C6 1.227
13 I -3.189 -0.181 -0.031  C2 2.140
14 H 0.273 1.712 -0.380  C1 1.085
15 H -1.139 3.319 0.497  C4 1.184
16 H -2.735 3.230 -0.422  C4 1.221
17 H -2.552 2.374 1.246  C4 1.004
18 H 1.399 -1.328 -2.217  C5 1.075
19 H 1.121 -2.701 0.269  C6 1.151
20 H -1.169 -2.972 0.887  N7 1.032
21 H -1.120 -1.684 1.823  N7 0.986
22 H 2.876 0.705 0.637  O11 0.964

Results
- Molecular weight: 300.05 g mol⁻¹
- E_LUMO: -0.8 eV
- DFT total energy: -25633.560 eV